Entry 1:
{
  "formula": "C38H41Cl8N5O10",
  "method": "ωB97M-V/def2-TZVPD",
  "smiles": "O=[N+]([O-])c1ccccc1.O=[N+]([O-])c1ccccc1.O=[N+]([O-])c1ccccc1.O=[N+]([O-])c1ccccc1.O=[N+]([O-])c1ccccc1.ClCCCl.ClCCCl.ClCCCl.ClCCCl",
  "lumo_ev": -0.9,
  "e_above_lowest_ev": 3.341,
  "e_tot_ha": -6179.7583,
  "e_homo_ha": -0.3283,
  "homo_lumo_gap_ev": 8.02,
  "species": ["O", "N", "O", "C", "C", "C", "C", "C", "C", "H", "H", "H", "H", "H", "O", "N", "O", "C", "C", "C", "C", "C", "C", "H", "H", "H", "H", "H", "O", "N", "O", "C", "C", "C", "C", "C", "C", "H", "H", "H", "H", "H", "O", "N", "O", "C", "C", "C", "C", "C", "C", "H", "H", "H", "H", "H", "O", "N", "O", "C", "C", "C", "C", "C", "C", "H", "H", "H", "H", "H", "Cl", "C", "C", "Cl", "H", "H", "H", "H", "Cl", "C", "C", "Cl", "H", "H", "H", "H", "Cl", "C", "C", "Cl", "H", "H", "H", "H", "Cl", "C", "C", "Cl", "H", "H", "H", "H"],
  "xyz": [[3.859, 3.822, 3.366], [4.226, 2.674, 3.570], [5.327, 2.368, 3.979], [3.263, 1.635, 3.207], [3.767, 0.344, 2.935], [2.859, -0.619, 2.558], [1.471, -0.418, 2.594], [1.020, 0.852, 2.882], [1.918, 1.827, 3.328], [4.826, 0.138, 2.976], [3.184, -1.640, 2.387], [0.758, -1.217, 2.471], [-0.043, 1.048, 2.868], [1.556, 2.807, 3.614], [0.168, 9.052, 2.905], [0.053, 7.960, 3.428], [0.005, 7.793, 4.628], [-0.126, 6.791, 2.582], [-0.159, 5.515, 3.162], [-0.467, 4.407, 2.409], [-0.744, 4.566, 1.026], [-0.631, 5.827, 0.440], [-0.300, 6.912, 1.240], [0.116, 5.404, 4.203], [-0.579, 3.403, 2.791], [-1.140, 3.778, 0.401], [-0.974, 5.946, -0.577], [-0.362, 7.871, 0.737], [-1.897, -8.798, -0.477], [-0.716, -8.534, -0.611], [0.183, -9.295, -0.382], [-0.419, -7.168, -1.009], [-1.439, -6.299, -1.364], [-1.189, -4.956, -1.632], [0.138, -4.552, -1.667], [1.181, -5.435, -1.408], [0.905, -6.762, -1.096], [-2.443, -6.676, -1.488], [-2.013, -4.293, -1.852], [0.380, -3.568, -2.055], [2.217, -5.132, -1.432], [1.756, -7.361, -0.805], [3.529, 1.949, -3.232], [2.377, 2.225, -3.019], [1.999, 3.087, -2.250], [1.295, 1.505, -3.732], [1.633, 0.891, -4.914], [0.671, 0.211, -5.643], [-0.662, 0.190, -5.201], [-0.978, 0.931, -4.069], [-0.026, 1.619, -3.324], [2.544, 1.052, -5.477], [0.961, -0.272, -6.565], [-1.373, -0.261, -5.879], [-1.982, 0.815, -3.675], [-0.301, 2.254, -2.495], [4.447, -0.257, -2.273], [3.768, 0.376, -1.492], [2.781, -0.054, -0.931], [4.117, 1.771, -1.236], [5.282, 2.290, -1.795], [5.478, 3.668, -1.755], [4.568, 4.525, -1.120], [3.443, 3.976, -0.518], [3.246, 2.600, -0.587], [6.097, 1.721, -2.216], [6.263, 4.173, -2.302], [4.628, 5.605, -1.146], [2.789, 4.582, 0.094], [2.274, 2.317, -0.196], [-5.679, -1.612, 2.894], [-4.947, -0.013, 2.719], [-4.021, 0.311, 3.843], [-2.503, -0.628, 3.752], [-5.686, 0.777, 2.574], [-4.433, 0.007, 1.755], [-4.415, 0.080, 4.830], [-3.737, 1.363, 3.863], [-3.788, -2.474, -3.863], [-5.299, -3.237, -3.399], [-6.111, -2.257, -2.558], [-5.276, -1.903, -1.061], [-5.110, -4.146, -2.826], [-5.848, -3.618, -4.260], [-7.092, -2.680, -2.337], [-6.321, -1.308, -3.047], [1.114, -5.373, 2.983], [-0.603, -5.096, 2.495], [-1.144, -4.087, 3.483], [-1.544, -4.764, 5.097], [-1.153, -6.029, 2.435], [-0.428, -4.647, 1.521], [-2.104, -3.813, 3.037], [-0.476, -3.234, 3.526], [-1.349, -2.158, 0.800], [-2.019, -1.250, -0.559], [-1.057, -0.179, -0.988], [-0.782, 1.156, 0.147], [-2.882, -0.704, -0.182], [-2.268, -1.895, -1.396], [-1.334, 0.418, -1.860], [-0.067, -0.517, -1.306]]
}

=====

Entry 2:
{
  "formula": "C38H41IMoN5O2",
  "method": "ωB97M-V/def2-TZVPD",
  "multiplicity": 3,
  "total_charge": 3,
  "lumo_ev": [-10.2, -10.5],
  "s_squared": 2.05,
  "e_above_lowest_ev": 1.965,
  "e_tot_ha": -2261.8428,
  "e_homo_ha": [-0.5929, -0.5922],
  "homo_lumo_gap_ev": [5.91, 5.58],
  "species": ["Mo", "C", "C", "C", "C", "C", "C", "C", "C", "C", "H", "H", "H", "H", "H", "H", "H", "H", "H", "H", "H", "H", "C", "O", "C", "N", "C", "C", "C", "C", "C", "C", "C", "C", "C", "C", "C", "C", "N", "C", "N", "C", "C", "O", "C", "C", "C", "C", "C", "C", "H", "H", "H", "H", "H", "H", "H", "H", "H", "H", "H", "H", "H", "H", "H", "H", "H", "H", "H", "C", "C", "C", "C", "N", "N", "C", "H", "H", "H", "H", "H", "H", "H", "H", "I", "C", "H", "H"],
  "xyz": [[-0.143, 0.112, -0.218], [-1.201, -2.794, 1.861], [0.011, -2.302, 1.113], [1.223, -2.214, 1.792], [2.447, -2.109, 1.123], [3.723, -2.301, 1.881], [2.437, -1.981, -0.266], [1.254, -2.071, -1.007], [1.321, -2.397, -2.472], [0.015, -2.198, -0.316], [-1.841, -1.984, 2.215], [-0.890, -3.360, 2.737], [-1.790, -3.465, 1.238], [1.234, -2.390, 2.862], [3.819, -3.361, 2.133], [3.724, -1.761, 2.829], [4.601, -2.029, 1.298], [3.384, -1.963, -0.796], [1.615, -3.446, -2.563], [2.072, -1.821, -3.014], [0.360, -2.287, -2.967], [-0.804, -2.652, -0.866], [3.371, 1.759, 2.709], [2.095, 2.429, 2.787], [1.309, 1.838, 1.920], [1.786, 0.932, 1.138], [3.279, 0.954, 1.392], [4.212, 1.600, 0.394], [4.211, 2.980, 0.218], [5.245, 3.599, -0.468], [6.291, 2.847, -0.984], [6.282, 1.468, -0.841], [5.245, 0.848, -0.158], [-0.106, 2.178, 1.977], [-0.596, 3.101, 2.886], [-1.967, 3.247, 3.035], [-2.793, 2.367, 2.350], [-2.221, 1.472, 1.469], [-0.899, 1.425, 1.192], [-2.930, 0.365, 0.854], [-2.297, -0.457, 0.081], [-3.316, -1.490, -0.351], [-4.499, -1.180, 0.598], [-4.161, 0.110, 1.178], [-3.768, -1.457, -1.796], [-3.607, -2.588, -2.589], [-4.084, -2.604, -3.893], [-4.725, -1.489, -4.413], [-4.922, -0.369, -3.613], [-4.454, -0.355, -2.312], [3.481, 1.140, 3.600], [4.160, 2.503, 2.688], [3.601, -0.069, 1.547], [3.433, 3.590, 0.667], [5.251, 4.677, -0.570], [7.120, 3.338, -1.477], [7.102, 0.873, -1.222], [5.285, -0.224, 0.011], [0.103, 3.675, 3.479], [-2.382, 3.978, 3.716], [-3.865, 2.346, 2.504], [-2.908, -2.477, -0.156], [-4.613, -1.894, 1.413], [-5.442, -1.082, 0.071], [-3.138, -3.480, -2.185], [-3.964, -3.494, -4.496], [-5.084, -1.501, -5.433], [-5.451, 0.490, -4.005], [-4.624, 0.521, -1.692], [2.933, 1.830, -4.331], [2.097, 2.117, -3.143], [1.382, 3.246, -2.789], [0.604, 2.898, -1.690], [0.844, 1.617, -1.358], [1.780, 1.179, -2.238], [-0.389, 3.762, -0.990], [3.410, 2.737, -4.692], [2.290, 1.454, -5.132], [3.696, 1.082, -4.128], [1.401, 4.198, -3.293], [2.127, 0.236, -2.216], [-0.818, 4.467, -1.700], [0.095, 4.349, -0.205], [-1.196, 3.179, -0.549], [-0.396, 0.333, -4.115], [-1.243, 0.378, -2.147], [-1.993, -0.386, -2.221], [-1.745, 1.345, -2.100]]
}

=====

Entry 3:
{
  "formula": "C38H41N4O8S4Sr",
  "method": "ωB97M-V/def2-TZVPD",
  "total_charge": 1,
  "lumo_ev": -2.7,
  "e_above_lowest_ev": 0.741,
  "e_tot_ha": -3917.0412,
  "e_homo_ha": -0.3648,
  "homo_lumo_gap_ev": 7.25,
  "species": ["Sr", "O", "C", "O", "C", "O", "C", "C", "O", "O", "H", "H", "H", "H", "H", "S", "C", "C", "C", "C", "C", "C", "N", "C", "C", "C", "C", "C", "C", "C", "C", "N", "C", "C", "C", "C", "C", "S", "C", "H", "H", "H", "H", "H", "H", "H", "H", "H", "H", "H", "H", "C", "O", "C", "C", "O", "C", "H", "H", "H", "H", "H", "H", "H", "H", "H", "H", "S", "C", "N", "C", "C", "N", "H", "H", "H", "H", "H", "H", "C", "S", "O", "C", "C", "C", "C", "C", "C", "H", "H", "H", "H", "H", "H", "H", "H"],
  "xyz": [[-0.237, -0.233, -0.017], [1.230, 3.382, -0.719], [1.813, 2.208, -0.628], [1.381, 1.221, -1.173], [3.172, 2.260, 0.077], [3.654, 1.044, 0.563], [3.138, 0.611, 1.822], [1.654, 0.285, 1.695], [1.311, -0.927, 1.575], [0.856, 1.262, 1.560], [0.427, 3.313, -1.346], [3.882, 2.590, -0.695], [3.128, 3.025, 0.863], [3.703, -0.287, 2.072], [3.288, 1.390, 2.580], [-2.588, 5.390, -0.025], [-3.498, 6.830, 0.082], [-4.788, 6.598, 0.466], [-5.044, 5.232, 0.680], [-3.941, 4.438, 0.456], [-3.848, 2.998, 0.595], [-2.621, 2.323, 0.387], [-2.466, 1.029, 0.485], [-3.522, 0.254, 0.827], [-4.796, 0.825, 1.075], [-5.902, -0.008, 1.444], [-5.759, -1.345, 1.555], [-4.499, -1.976, 1.299], [-4.339, -3.361, 1.385], [-3.111, -3.948, 1.120], [-2.047, -3.078, 0.770], [-2.180, -1.780, 0.687], [-3.372, -1.198, 0.933], [-2.920, -5.384, 1.195], [-3.870, -6.333, 1.507], [-3.368, -7.645, 1.469], [-2.046, -7.682, 1.127], [-1.399, -6.123, 0.863], [-4.936, 2.211, 0.942], [-3.037, 7.772, -0.140], [-5.520, 7.373, 0.594], [-6.002, 4.856, 0.988], [-1.733, 2.887, 0.138], [-6.854, 0.462, 1.635], [-6.594, -1.966, 1.840], [-5.191, -3.961, 1.663], [-1.059, -3.468, 0.605], [-4.888, -6.103, 1.754], [-3.955, -8.519, 1.684], [-1.417, -8.544, 1.025], [-5.908, 2.652, 1.112], [-3.020, -0.865, -2.509], [-1.636, -0.701, -2.282], [-0.867, -1.522, -3.149], [0.612, -1.246, -2.913], [1.014, -1.656, -1.615], [1.679, -2.903, -1.584], [-3.265, -0.635, -3.552], [-3.543, -0.170, -1.858], [-3.332, -1.891, -2.280], [-1.105, -1.286, -4.198], [-1.100, -2.581, -2.961], [0.774, -0.167, -2.998], [1.226, -1.754, -3.665], [2.598, -2.847, -2.178], [1.033, -3.700, -1.970], [1.908, -3.109, -0.545], [-0.863, 3.248, -3.050], [0.206, 4.135, -3.983], [0.181, 4.197, -5.324], [1.126, 5.156, -5.851], [1.999, 5.465, -4.615], [1.218, 4.895, -3.540], [-0.598, 3.826, -5.837], [0.613, 6.053, -6.219], [1.708, 4.721, -6.667], [2.138, 6.539, -4.468], [2.984, 4.986, -4.683], [1.483, 4.910, -2.572], [2.454, -4.895, 3.207], [1.962, -3.360, 2.330], [0.800, -3.780, 1.507], [1.328, -2.499, 3.782], [2.212, -1.848, 4.624], [1.719, -1.141, 5.705], [0.353, -1.076, 5.928], [-0.523, -1.724, 5.074], [-0.039, -2.437, 3.990], [1.583, -5.322, 3.698], [3.224, -4.662, 3.932], [2.842, -5.584, 2.464], [3.275, -1.893, 4.442], [2.402, -0.633, 6.372], [-0.028, -0.515, 6.769], [-1.588, -1.670, 5.251], [-0.699, -2.944, 3.303]]
}